Record 1
6
Properties=species:S:1:pos:R:3 method="wB97M-V/def2-TZVPD" e_lumo_ha=0.024 charge=0 total_energy_ha=-816.5656 smiles="O=[PH2]S" orbital_gap_ev=11.06
O -1.27 -1.17 0.02
P -0.39 0.01 -0.02
S 1.59 -0.41 0.02
H -0.40 0.91 0.89
H -0.50 0.72 -1.10
H 1.11 -1.58 -0.60

***

Record 2
12
Properties=species:S:1:pos:R:3 method="wB97M-V/def2-TZVPD" e_lumo_ha=0.011 charge=0 total_energy_ha=-572.1672 smiles=COPOC orbital_gap_ev=9.53
C -2.10 0.39 -0.14
O -1.42 -0.78 -0.56
P -0.30 -1.50 0.33
O 1.53 -0.91 -0.62
C 2.38 -0.05 0.04
H -1.44 1.26 -0.17
H -2.49 0.27 0.88
H -2.93 0.54 -0.83
H -0.25 -2.59 -0.55
H 3.07 -0.59 0.70
H 1.86 0.72 0.62
H 2.97 0.46 -0.74

***

Record 3
10
Properties=species:S:1:pos:R:3 method="wB97M-V/def2-TZVPD" e_lumo_ha=-0.021 charge=0 total_energy_ha=-984.4669 smiles="NC(=S)/C=N/S" orbital_gap_ev=8.23
N 0.01 -0.81 1.51
C 0.72 0.20 0.98
S 1.91 1.05 1.72
C 0.30 0.59 -0.41
N -0.45 -0.21 -1.05
S -0.81 0.21 -2.66
H -0.63 -1.27 0.92
H 0.26 -1.16 2.41
H 0.86 1.43 -0.81
H -2.16 -0.03 -2.62

***

In hartree/bohr, the max |F| values for the records above are, in order, 0.071; 0.085; 0.029.
In eV, the HOMO level values for the records above are, in order, -10.400; -9.219; -8.785.
In eV, the energy above the lowest of the compared OMol25 structures with the same formula, charge and spin values for the records above are, in order, 0.455; 2.320; 1.306.